Record 1
Below is a structure of composition C37H37BaN13OS3, with properties calculated with wB97M-V/def2-TZVPD.

Values from the calculation:
- LUMO energy: 3.562 eV
- Total energy: -3439.4323 Eh
- Maximum force: 0.75 eV/A

Structure (ORCA input):
```
! wB97M-V def2-TZVPD RIJCOSX def2/J DEFGRID3
* xyz -2 1
C -2.56 0.51 2.37
C 2.28 0.42 -1.80
H 3.47 -1.30 -0.28
N -1.85 -5.47 -1.55
S 0.25 -0.82 3.92
C 1.71 -4.52 4.12
C 3.63 -2.73 3.32
C -1.33 7.54 -6.15
C -1.75 0.33 -2.27
H 4.38 -2.01 3.03
H -2.38 7.20 -7.99
C 2.84 1.00 -2.96
H -1.39 3.90 -1.06
C 3.50 -1.45 0.80
C -1.76 3.75 -3.77
C -3.40 -0.54 2.97
N -1.54 1.25 4.25
N -1.70 1.29 2.88
C 1.50 1.66 1.48
H 3.72 2.59 0.40
N -0.51 0.48 6.13
C -4.98 -1.43 4.57
H -4.34 -3.70 2.11
H 2.36 -4.53 0.27
H 2.59 0.54 -3.91
N -0.47 -3.94 -2.36
S 1.29 -1.00 -1.96
H -0.07 -6.69 -3.21
H 2.68 -4.51 6.03
N -0.69 -5.96 -3.56
N -1.00 -5.13 -2.49
C 3.66 -3.22 4.62
C 4.01 2.68 -1.71
C -2.10 4.96 -5.50
C 3.68 2.10 -2.93
H 0.84 2.27 0.87
H 2.76 -3.27 -0.92
N 2.65 -2.61 1.06
H -5.56 -1.32 5.48
C 3.03 -0.17 1.48
H -1.25 1.99 0.48
H -1.33 0.85 6.59
H -4.06 0.51 4.70
C -4.15 -0.41 4.13
H 0.94 1.26 2.32
H 4.08 2.50 -3.85
C -0.70 0.40 4.73
H -2.34 -4.27 0.16
H 4.55 -1.66 1.06
C -1.72 2.65 -2.80
C 3.47 2.14 -0.55
C -1.34 5.75 -4.61
N -0.96 -3.46 -1.26
N -2.34 3.72 -4.94
C -1.80 -4.40 -0.77
H -5.69 -3.42 4.16
H 2.56 -0.41 2.44
H 4.67 3.54 -1.66
H -1.80 -0.72 -2.56
H 3.91 0.46 1.70
O -2.68 -1.88 1.16
C -0.94 7.05 -4.92
H -2.05 1.11 -4.25
N 2.05 0.57 0.67
H -0.17 -5.38 -4.20
H -0.35 7.64 -4.24
C -1.41 1.82 -0.58
N -1.15 4.95 -3.52
C 2.98 -3.65 0.08
H -3.07 4.88 -7.41
C -1.88 1.34 -3.21
H -1.04 8.55 -6.44
H 4.04 -3.93 0.15
C -4.30 -2.77 2.67
H -2.65 0.56 1.29
C -5.05 -2.61 3.82
S 0.32 -4.56 1.77
C -2.49 5.48 -6.73
C -2.10 6.77 -7.04
H -0.56 5.14 -2.72
C 2.69 -4.13 5.02
H 4.41 -2.86 5.31
H 2.28 2.32 1.89
C -1.49 2.89 -1.45
C 2.61 1.05 -0.57
C 2.66 -3.13 2.40
Ba -0.26 -1.51 0.86
H -0.23 -0.42 6.50
N -1.52 0.55 -0.98
H 0.93 -5.21 4.43
C -3.43 -1.75 2.20
C 1.65 -4.04 2.80
*
```



Record 2
Below is a cluster of 2 separate species, C4H12 in total in a non-equilibrium geometry, with properties calculated with wB97M-V/def2-TZVPD.

Values from the calculation:
- LUMO energy: 1.116 eV
- Total energy: -159.5794 Eh
- Maximum force: 1.27 eV/A

Structure (ORCA input):
```
! wB97M-V def2-TZVPD RIJCOSX def2/J DEFGRID3
* xyz 0 1
H 0.43 0.65 -3.14
H -1.05 1.64 1.95
H 1.29 0.34 -1.57
C 0.37 0.24 -2.13
H 0.70 1.84 2.16
H -0.40 0.86 -1.67
C -0.12 -1.22 -2.20
H 0.85 -0.75 2.41
C -0.06 1.17 1.78
H 0.27 -1.74 -3.07
C -0.06 -0.17 2.53
H -1.20 -1.26 -2.28
H -0.89 -0.81 2.21
H -0.04 0.99 0.71
H 0.15 -1.76 -1.29
H -0.25 -0.01 3.59
*
```



How do the records compare in relative energy (zero: lowest compared OMol25 entry of this formula, charge and spin)? In the order shown, they have 14.0; 14.7 kJ/mol.